ORCA calculation (ωB97M-V/def2-TZVPD) on C37H69AlBrCa2Cl3F5N2O14 as an isolated structure.

Last column: Löwdin charge in e.
Geometry (Å):
Br 2.57 -1.01 2.64  0.521
Ca 1.70 0.70 0.54  1.181
Ca 4.98 4.19 1.77  1.633
Cl -6.67 -0.01 9.46  0.543
Cl -4.18 1.03 10.53  0.575
Cl -4.14 -0.68 8.18  0.581
Al -4.55 -4.00 -7.99  -0.075
F -0.62 -3.48 2.35  -0.515
F -4.83 -2.36 -7.49  -0.235
F -4.43 -5.01 -6.59  -0.232
F -5.86 -4.53 -8.98  -0.221
F -3.07 -4.08 -8.89  -0.233
O -1.27 -0.79 -4.17  0.051
O 8.65 2.38 7.09  0.070
O 3.26 -4.42 -4.42  0.077
O 6.02 1.14 -3.39  -0.110
O -0.07 1.86 5.98  0.131
O -2.60 -2.35 -3.30  0.110
O 1.74 -3.61 -5.87  0.011
O -1.87 -2.53 -5.44  0.277
O -0.79 3.55 4.65  0.003
O 10.50 2.27 5.98  0.089
O 6.91 1.69 1.96  0.149
O -6.40 3.61 0.24  -0.185
O -2.13 2.76 6.15  0.055
O 5.62 1.73 0.10  -0.044
N 9.29 2.16 6.09  -0.455
N -2.98 -0.43 -1.92  0.040
C 1.60 -1.49 -2.01  -0.161
C -4.42 -0.72 -2.13  -0.188
C 1.85 0.01 -1.82  -0.239
C -1.84 -1.84 0.38  -0.137
C 7.06 0.36 -3.99  -0.294
C -1.79 3.36 0.54  -0.207
C -1.81 2.37 8.53  -0.081
C -2.10 -1.56 -2.20  -0.400
C 0.45 -1.84 -2.98  -0.079
C -2.44 1.88 7.25  -0.239
C 3.36 1.99 -0.80  -0.135
C -4.95 -0.33 9.71  -1.505
C -1.03 -0.50 0.50  -0.204
C -1.56 1.97 -0.11  -0.205
C 1.60 -5.91 -5.39  -0.072
C -1.93 -1.98 -4.45  -0.519
C 2.32 -4.60 -5.16  -0.503
C -3.29 3.73 0.73  -0.179
C -4.13 3.66 -0.61  -0.142
C -1.95 0.76 0.80  -0.162
C 4.74 -0.33 2.83  -0.359
C -6.57 -1.84 -1.49  -0.089
C 0.58 -4.13 -6.56  -0.130
C 5.68 -0.30 1.81  -0.124
C 4.38 2.30 0.37  -0.377
C 3.27 0.38 -1.12  -0.192
C -0.92 2.63 5.63  -0.599
C -5.43 2.79 -0.41  -0.236
C 0.50 3.57 4.08  -0.098
C 6.13 1.09 1.31  -0.420
C 0.81 -5.62 -6.66  -0.138
C -0.81 -0.92 -2.82  -0.198
C 6.90 -1.11 -3.65  -0.080
C -1.77 -2.52 -1.02  -0.054
C 8.53 1.72 4.89  0.023
C -6.63 3.23 1.59  -0.103
C -5.01 -1.84 -1.25  -0.224
H -1.36 -2.56 1.11  0.062
H 0.47 4.23 3.21  0.076
H 6.11 -1.19 1.32  0.117
H 3.69 2.58 -1.68  0.150
H 3.39 -0.15 -0.10  0.062
H -3.31 4.79 1.05  0.117
H -0.44 1.87 -0.33  0.057
H -6.60 2.12 1.74  0.094
H -6.72 -2.21 -2.53  0.087
H -4.64 -2.84 -1.57  0.107
H 2.53 -1.94 -2.44  0.140
H -0.70 0.05 -2.30  0.129
H -2.06 1.87 -1.09  0.093
H -0.33 -0.33 -0.35  0.029
H 9.23 1.56 4.07  0.093
H 2.33 2.40 -0.43  0.090
H -4.86 -1.21 10.35  0.018
H -0.72 2.34 8.48  0.077
H 2.30 -6.73 -5.53  0.126
H -1.94 1.01 1.88  0.120
H -3.53 3.32 -1.47  0.102
H -1.26 4.12 -0.08  0.113
H 4.07 0.14 -1.84  0.131
H 1.76 0.55 -2.79  0.165
H -4.96 0.22 -1.84  0.099
H 1.50 -1.99 -1.01  0.136
H 8.03 0.73 -3.65  0.112
H 4.99 -0.90 3.74  0.079
H 0.24 -2.92 -2.83  0.141
H -2.52 -3.34 -1.03  0.133
H 3.99 1.90 1.39  0.116
H -2.12 1.75 9.38  0.006
H -7.61 3.58 1.96  0.094
H -2.97 0.47 0.52  0.099
H -7.12 -2.43 -0.74  0.075
H 5.93 -1.47 -4.00  0.080
H -0.12 -6.19 -6.75  0.130
H 4.53 3.42 0.51  -0.080
H 7.82 2.51 4.65  0.074
H 1.01 0.45 -1.16  -0.004
H -2.77 0.36 -2.53  0.114
H 7.68 -1.71 -4.12  0.086
H -5.85 3.72 2.22  0.083
H -1.34 3.33 1.56  0.088
H -2.09 3.40 8.73  0.090
H 8.02 0.80 5.15  0.103
H -4.84 -1.72 -0.16  0.097
H 3.70 0.20 2.72  -0.215
H 6.94 -1.26 -2.57  0.067
H -0.30 -3.88 -5.97  0.101
H 6.09 1.01 -2.44  0.035
H -4.50 4.68 -0.84  0.117
H -5.83 2.41 -1.37  0.121
H 1.42 -5.84 -7.54  0.122
H 0.81 2.58 3.75  0.074
H -3.79 3.12 1.51  0.101
H -0.38 -0.60 1.42  0.074
H 0.50 -3.66 -7.54  0.139
H -2.87 -1.70 0.75  0.109
H -0.79 -3.02 -1.11  0.114
H 0.94 -6.11 -4.54  0.133
H -5.14 1.91 0.20  0.104
H -4.69 -0.89 -3.19  0.140
H -2.14 0.85 7.02  0.096
H 1.22 3.98 4.79  0.098
H 7.01 0.51 -5.07  0.121
H -6.89 -0.78 -1.49  0.066
H -3.52 1.88 7.35  0.095
H 0.78 -1.75 -4.03  0.142

charge: +1
HOMO-LUMO gap: 1.60 eV
max |F|: 0.1340 hartree/bohr
E: -8664.992168 Eh
HOMO: -10.309 eV